[1]
Here is a cluster of 3 separate species, C6H14O in total from the OMol25 dataset. Energies are from ωB97M-V/def2-TZVPD.

```
21
Properties=species:S:1:pos:R:3:forces:R:3
H 2.306024 -2.551034 1.301745 0.072 -0.040 -0.045
H 2.124662 -2.553258 -0.481093 0.036 0.186 0.204
H -0.723268 2.361166 1.143065 -0.144 -0.081 -0.136
C -1.726498 -0.321639 -0.871072 -0.078 -0.032 0.023
H -1.687609 0.299924 -1.773386 0.016 -0.101 0.167
C -0.676529 -0.256743 1.376888 -0.253 -0.090 0.116
C 1.288753 0.927530 -1.187976 -0.064 -0.338 -0.175
H 0.582302 1.674984 -1.600714 0.162 -0.056 0.004
H -2.420548 2.096350 0.703789 0.176 0.048 -0.083
H -2.776959 -0.590443 -0.698877 0.131 0.074 -0.102
H 3.009110 -1.225586 0.334822 -0.122 -0.186 -0.042
O 1.575210 -0.068419 -1.801061 -0.035 0.563 0.173
H 1.678096 1.146466 -0.172176 0.079 -0.098 -0.208
H -1.170317 -1.244102 -1.069935 -0.098 0.167 0.076
C -1.183121 0.404384 0.338365 -0.133 -0.086 0.180
C 2.174658 -1.928514 0.416273 0.087 -0.062 0.081
H -0.682709 -1.346398 1.408347 0.155 0.265 -0.075
H 1.250043 -1.365547 0.529714 0.183 -0.096 -0.142
C -1.382972 1.896346 0.401161 -0.105 0.109 0.040
H -0.319895 0.256966 2.269322 -0.072 -0.065 -0.193
H -1.238431 2.387559 -0.567206 0.007 -0.083 0.139
```
Positions in Å, forces in eV/Å.

Computed properties:
energy: -312.1825 Ha
charge: 0
structure (SMILES): C=C(C)C.C=O.C
energy above the lowest of the compared OMol25 structures with the same formula, charge and spin: 45.5 kcal per mole
HOMO level: -9.406 eV

Atomic partial charges in e from the natural (NBO) method, atoms 1 to 6: atom 1 (H): 0.20, atom 2 (H): 0.22, atom 3 (H): 0.22, atom 4 (C): -0.66, atom 5 (H): 0.21, atom 6 (C): -0.42

[2]
Here is a cluster of 2 separate species, C6H14O in total from the OMol25 dataset. Energies are from ωB97M-V/def2-TZVPD.

```
21
Properties=species:S:1:pos:R:3:forces:R:3
H -1.718565 -4.131194 2.138350 -0.120 1.017 0.276
H 1.813854 2.437934 -1.464849 0.444 -0.264 0.164
H -2.233585 0.951764 -1.996059 -0.129 0.025 0.369
C 0.890544 -0.570545 1.278810 1.084 -0.201 0.069
H -2.217975 -2.735744 1.660910 0.437 -0.531 0.808
H 1.857504 -0.063885 1.436580 -0.312 -0.200 0.517
H 2.651443 1.587984 -0.128679 -0.319 -0.200 -0.213
C -0.509876 1.552134 -0.945499 2.967 -0.999 0.011
H 1.478454 -1.262095 -0.692649 -0.238 0.749 -0.052
H -0.383135 2.596714 -1.259149 -0.031 -0.343 0.108
H 0.114964 -0.034515 1.851310 0.194 -0.171 -0.565
C -1.908205 1.062834 -0.948009 -0.501 -0.058 0.259
H 2.510083 0.809735 -1.736059 0.043 0.311 0.246
H -2.066095 0.103505 -0.427069 0.123 0.414 -0.218
H -0.273526 -1.053875 -0.404069 0.493 0.005 -0.393
C 0.718824 -0.586725 -0.254139 -1.960 -0.183 0.902
H 0.965514 -1.600345 1.666760 -0.023 0.415 -0.037
C 1.993404 1.452304 -1.003429 0.144 0.806 -0.536
C 0.661244 0.847474 -0.737649 -1.942 0.308 -0.396
O -1.811255 -3.195914 2.429730 -0.305 -0.479 -1.092
H -2.533605 1.832464 -0.465149 -0.051 -0.424 -0.228
```
Positions in Å, forces in eV/Å.

Computed properties:
energy: -312.2138 Ha
charge: 0
structure (SMILES): C/C=C(/C)CC.O
energy above the lowest of the compared OMol25 structures with the same formula, charge and spin: 25.9 kcal per mole
HOMO level: -8.568 eV

Atomic partial charges in e from the natural (NBO) method, atoms 1 to 6: atom 1 (H): 0.47, atom 2 (H): 0.21, atom 3 (H): 0.22, atom 4 (C): -0.60, atom 5 (H): 0.47, atom 6 (H): 0.19

[3]
Here is a cluster of 2 separate species, C6H14O in total from the OMol25 dataset. Energies are from ωB97M-V/def2-TZVPD.

```
21
Properties=species:S:1:pos:R:3:forces:R:3
H -2.176183 1.551856 -0.459631 2.672 -0.058 -1.234
H 0.931260 -2.165546 1.490349 -1.907 -0.809 -0.032
O -0.748769 -2.514635 0.242109 0.704 -4.348 -5.755
H 0.102856 0.457099 1.280007 -0.795 0.569 0.395
H -1.156718 1.906330 -1.993750 -0.722 -1.208 -0.261
C 1.150530 1.549325 -0.240539 1.640 0.395 3.781
H 0.228703 -0.194766 -1.690662 -1.139 -0.169 0.564
H 0.282222 3.348118 -1.061770 -1.042 -1.255 0.368
H -0.433973 -3.269367 -0.595350 -1.562 3.709 3.705
C -0.452895 -0.013790 -0.806391 -1.077 0.414 -0.365
C 0.592431 0.243999 0.344767 -0.874 -1.923 0.468
H -1.263409 -0.883723 -0.694255 2.016 2.586 -0.291
C -1.080363 1.497117 -0.978105 -2.560 -0.980 -0.038
H 1.141465 -0.732010 0.781629 -0.147 2.623 -2.204
C -0.076958 2.463266 -0.429404 1.879 1.402 1.318
H 1.682782 1.250286 -1.090209 0.439 0.141 -1.905
H -0.692376 -2.812329 2.201436 0.364 0.518 0.072
C -0.023429 -2.826588 1.329413 2.915 -0.381 3.407
H 0.456321 -3.817226 1.425327 -0.528 -0.120 -0.721
H 1.957685 2.007599 0.412043 -0.957 -0.303 -0.478
H -0.421181 2.954985 0.532986 0.681 -0.803 -0.793
```
Positions in Å, forces in eV/Å.

Computed properties:
energy: -312.1089 Ha
charge: 0
structure (SMILES): C1CCCC1.CO
energy above the lowest of the compared OMol25 structures with the same formula, charge and spin: 91.7 kcal per mole
HOMO level: -9.970 eV

Atomic partial charges in e from the natural (NBO) method, atoms 1 to 6: atom 1 (H): 0.20, atom 2 (H): 0.14, atom 3 (O): -0.70, atom 4 (H): 0.19, atom 5 (H): 0.21, atom 6 (C): -0.40

[4]
Here is a cluster of 2 separate species, C6H14O in total from the OMol25 dataset. Energies are from ωB97M-V/def2-TZVPD.

```
21
Properties=species:S:1:pos:R:3:forces:R:3
H -1.724309 -0.928195 1.163927 0.037 0.149 -0.177
C -0.370738 1.417350 0.919887 -0.052 0.045 -0.014
O 1.768462 -1.339592 0.592017 0.101 -0.420 0.221
H 3.040575 -2.373517 -0.607586 0.152 0.084 -0.179
H -0.388999 -1.494126 -0.733411 0.428 0.564 0.099
H -1.038719 -0.259462 -1.732738 -0.023 0.099 0.124
H -0.038839 0.885383 1.825468 -0.107 0.075 -0.208
H -2.841253 -0.608874 -0.162746 0.190 0.035 -0.018
H 3.387105 -0.624756 -0.481026 -0.099 -0.164 0.024
H -2.139185 1.765833 -0.213021 -0.137 0.022 0.211
H -0.115890 2.473503 1.055768 -0.022 -0.135 -0.111
C 2.591403 -1.379629 -0.553113 0.331 -0.155 -0.195
C 0.285060 0.794515 -0.317468 -0.257 0.014 -0.210
H 0.248853 1.481880 -1.165432 -0.177 0.107 0.103
C -1.885199 -0.300916 0.274336 -0.043 0.038 0.006
H -2.506078 1.427810 1.499290 0.016 -0.020 -0.022
H 1.352253 0.664716 -0.106866 -0.508 -0.459 -0.335
H 0.877252 -1.149666 0.279616 0.306 -0.178 0.364
C -1.850617 1.172065 0.665655 -0.163 0.101 0.072
C -0.701428 -0.432294 -0.707035 0.019 0.271 -0.074
H 2.050298 -1.192028 -1.495517 0.008 -0.073 0.322
```
Positions in Å, forces in eV/Å.

Computed properties:
energy: -312.2066 Ha
charge: 0
structure (SMILES): C1CCCC1.CO
energy above the lowest of the compared OMol25 structures with the same formula, charge and spin: 30.4 kcal per mole
HOMO level: -9.976 eV

Atomic partial charges in e from the natural (NBO) method, atoms 1 to 6: atom 1 (H): 0.20, atom 2 (C): -0.41, atom 3 (O): -0.75, atom 4 (H): 0.18, atom 5 (H): 0.21, atom 6 (H): 0.22

[5]
Here is the molecule C6H14O from the OMol25 dataset. Energies are from ωB97M-V/def2-TZVPD.

```
21
Properties=species:S:1:pos:R:3:forces:R:3
H 0.480220 2.173026 -0.626835 0.158 -0.067 -0.277
H 2.634265 0.040121 0.415496 -0.581 0.368 -0.368
H -0.157236 -1.541486 0.322552 -0.107 -0.072 -0.045
H -2.337834 -2.256872 1.292834 0.100 0.184 -0.024
H -2.908896 -0.580096 1.273615 0.183 -0.044 -0.019
H -1.561175 -1.051955 2.336296 -0.038 -0.009 -0.122
H -1.235886 1.272030 0.753329 0.375 -0.196 -0.485
H 2.142039 1.319603 1.514950 -0.738 -0.007 -0.929
C -0.489690 0.549056 0.384480 1.082 -0.113 0.787
H -1.897047 -2.042701 -1.058112 0.043 0.405 -0.047
H 1.096121 -0.702320 -1.557417 0.048 0.191 -0.098
H 1.838545 0.782459 -2.202206 -0.010 -0.195 -0.318
H 0.439752 0.568072 0.985810 -2.651 -1.232 2.599
H 2.818282 1.745928 -0.052047 0.147 -0.075 -0.085
H 0.103668 0.412569 -2.489394 0.097 0.109 0.121
O -1.647120 -1.105633 -1.036445 0.000 -0.022 -0.017
C -2.013986 -1.208644 1.352253 0.026 0.019 0.041
C 2.143689 1.036986 0.428517 -0.675 0.307 -1.052
C -1.026677 -0.872914 0.232688 0.393 0.076 0.318
C 0.929264 0.359187 -1.774575 0.170 0.065 -0.175
C 0.649701 1.103584 -0.495789 1.977 0.307 0.195
```
Positions in Å, forces in eV/Å.

Computed properties:
energy: -312.1627 Ha
charge: 0
structure (SMILES): CC(C)C[C@@H](C)O
energy above the lowest of the compared OMol25 structures with the same formula, charge and spin: 57.9 kcal per mole
HOMO level: -9.421 eV

Atomic partial charges in e from the natural (NBO) method, atoms 1 to 6: atom 1 (H): 0.21, atom 2 (H): 0.21, atom 3 (H): 0.15, atom 4 (H): 0.20, atom 5 (H): 0.21, atom 6 (H): 0.21